[1]
C4H7N3 | ωB97M-V/def2-TZVPD

```
! RIJCOSX wB97M-V def2-TZVPD def2/J DEFGRID3
* xyz 0 1
C -1.852 0.310 -0.489
C -0.686 0.219 0.401
C -0.274 -1.097 0.677
N 0.950 -1.362 -0.251
N 2.023 -0.335 -0.253
C 1.653 0.870 0.086
N 0.319 1.290 0.475
H -1.940 1.457 -0.918
H -2.504 -0.527 -0.622
H -0.952 -2.120 0.734
H 0.017 -1.250 1.698
H 0.565 -1.466 -1.383
H 2.356 1.779 -0.153
H 0.325 2.232 -0.003
*
```

Results
gap between HOMO and LUMO	8.7	eV
electronic energy	-320.69903	a.u.

[2]
C20H47IN6O6P2 | ωB97M-V/def2-TZVPD

```
! RIJCOSX wB97M-V def2-TZVPD def2/J DEFGRID3
* xyz 0 1
C -3.986 7.526 5.617
C -4.587 7.124 4.303
O -5.319 6.172 4.180
O -4.254 7.955 3.287
C -4.001 7.312 2.035
C -2.687 6.527 2.002
C -2.823 5.056 2.396
C -3.208 4.021 1.330
O -2.475 2.832 1.677
C -1.708 3.035 2.770
O -1.356 2.171 3.514
C -1.421 4.521 2.813
I 0.233 5.013 1.584
H -4.036 6.713 6.329
H -2.985 7.920 5.474
H -4.587 8.349 6.007
H -4.830 6.685 1.709
H -3.930 8.114 1.305
H -1.969 7.004 2.668
H -2.322 6.591 0.979
H -3.414 4.893 3.295
H -4.240 3.728 1.517
H -3.082 4.323 0.295
H -1.270 4.810 3.848
C -0.537 -4.621 2.012
N -0.112 -3.683 3.025
C -0.892 -3.728 4.249
P 1.419 -2.911 3.160
O 2.151 -3.802 4.117
N 2.439 -3.037 1.797
C 1.999 -3.212 0.431
C 3.723 -3.703 1.997
N 0.836 -1.338 2.630
C 1.163 -0.275 3.603
C -0.496 -1.105 2.106
H -1.584 -4.428 1.748
H -0.453 -5.667 2.335
H 0.023 -4.509 1.088
H -1.310 -2.740 4.489
H -0.289 -4.052 5.104
H -1.728 -4.419 4.154
H 1.761 -4.259 0.207
H 2.791 -2.909 -0.260
H 1.142 -2.587 0.179
H 3.627 -4.796 2.015
H 4.188 -3.388 2.925
H 4.404 -3.431 1.187
H 0.559 -0.363 4.512
H 0.998 0.714 3.176
H 2.218 -0.337 3.887
H -1.284 -1.206 2.861
H -0.732 -1.760 1.269
H -0.544 -0.084 1.720
C 0.944 -2.519 -7.030
N 1.593 -1.474 -6.273
C 2.122 -0.390 -7.080
P 1.390 -1.117 -4.593
O 0.257 -0.128 -4.705
N 0.575 -2.280 -3.637
C 0.501 -3.702 -3.898
C -0.654 -1.840 -2.981
N 2.923 -1.939 -4.193
C 3.840 -1.067 -3.434
C 3.686 -2.719 -5.149
H 1.655 -2.951 -7.744
H 0.070 -2.162 -7.591
H 0.623 -3.344 -6.399
H 3.197 -0.243 -6.890
H 1.614 0.558 -6.873
H 2.007 -0.601 -8.142
H -0.270 -3.940 -4.640
H 0.242 -4.238 -2.980
H 1.454 -4.119 -4.221
H -1.508 -1.820 -3.669
H -0.538 -0.850 -2.553
H -0.892 -2.519 -2.158
H 4.266 -0.274 -4.059
H 4.659 -1.643 -3.002
H 3.302 -0.593 -2.607
H 4.149 -2.122 -5.945
H 3.085 -3.501 -5.607
H 4.487 -3.222 -4.600
*
```

Results
gap between HOMO and LUMO	8.0	eV
electronic energy	-2550.53564	a.u.

[3]
C31H32BN9Ti | ωB97M-V/def2-TZVPD

```
! RIJCOSX wB97M-V def2-TZVPD def2/J DEFGRID3
* xyz 2 1
Ti -0.256 -0.498 1.397
C 1.426 -3.986 3.213
C 0.754 -3.405 2.154
N 0.489 -2.116 2.427
N 0.990 -1.867 3.666
C 1.555 -2.972 4.151
B 0.859 -0.453 4.286
N 1.681 0.505 3.400
C 2.818 1.137 3.696
C 3.342 1.682 2.534
C 2.443 1.325 1.544
N 1.432 0.611 2.063
N -0.653 -0.101 4.198
C -1.511 0.034 5.206
C -2.808 0.082 4.702
C -2.662 -0.043 3.339
N -1.352 -0.153 3.025
H 1.755 -5.007 3.298
H 0.413 -3.864 1.241
H 2.001 -2.980 5.132
H 1.228 -0.431 5.415
H 3.185 1.169 4.709
H 4.239 2.265 2.428
H 2.461 1.584 0.500
H -1.159 0.091 6.223
H -3.722 0.192 5.258
H -3.421 -0.050 2.574
C -1.394 0.280 -3.173
C -0.203 0.999 -3.749
C -0.379 1.889 -4.808
C 0.687 2.540 -5.403
C 1.982 2.305 -4.957
C 2.186 1.441 -3.900
C 1.100 0.814 -3.298
N 1.391 -0.089 -2.213
C 0.841 -0.185 -1.005
N 0.964 -1.428 -0.306
C -0.256 -2.215 -0.587
C -1.322 -1.737 0.162
C -2.576 -2.293 -0.065
C -2.702 -3.316 -0.997
C -1.594 -3.794 -1.687
C -0.322 -3.247 -1.508
C 0.866 -3.740 -2.289
N 0.116 0.638 -0.305
C -0.146 2.005 -0.626
C 0.840 2.809 -1.193
C 0.573 4.130 -1.502
C -0.679 4.662 -1.236
C -1.647 3.870 -0.638
C -1.396 2.543 -0.312
C -2.451 1.733 0.392
H -2.153 0.151 -3.943
H -1.846 0.855 -2.364
H -1.138 -0.709 -2.789
H -1.382 2.052 -5.183
H 0.513 3.216 -6.228
H 2.825 2.795 -5.425
H 3.187 1.258 -3.525
H 2.053 -0.817 -2.449
H 1.808 -1.944 -0.536
H -3.451 -1.960 0.480
H -3.674 -3.752 -1.185
H -1.717 -4.603 -2.397
H 0.700 -4.763 -2.620
H 1.787 -3.742 -1.700
H 1.032 -3.135 -3.183
H 1.826 2.412 -1.397
H 1.345 4.740 -1.952
H -0.901 5.690 -1.486
H -2.620 4.289 -0.413
H -3.449 2.070 0.117
H -2.360 1.862 1.473
H -2.390 0.670 0.130
*
```

Results
gap between HOMO and LUMO	6.8	eV
electronic energy	-2567.27445	a.u.

[4]
C12H12Br3N3O | ωB97M-V/def2-TZVPD

```
! RIJCOSX wB97M-V def2-TZVPD def2/J DEFGRID3
* xyz 0 1
C -1.175 2.219 0.066
C -2.246 1.456 0.805
O -2.947 2.004 1.613
N -2.340 0.074 0.498
C -3.536 -0.542 1.081
C -1.102 -0.552 0.919
C -0.794 -0.721 2.243
C 0.432 -1.301 2.631
C 1.325 -1.686 1.670
C 1.044 -1.548 0.296
N 1.982 -1.979 -0.610
C 1.613 -1.807 -1.842
C 0.375 -1.226 -2.249
N -0.515 -0.809 -1.400
C -0.180 -0.976 -0.081
H -1.617 3.055 -0.469
H -0.689 1.591 -0.676
H -0.405 2.543 0.762
H -3.826 -1.396 0.472
H -3.434 -0.830 2.125
H -4.348 0.175 1.016
H -1.473 -0.413 3.026
H 0.684 -1.450 3.670
H 2.279 -2.107 1.956
H 2.294 -2.131 -2.619
H 0.152 -1.123 -3.304
C 3.695 1.955 -2.436
Br 2.147 0.790 -2.399
Br 3.548 3.366 -1.135
Br 5.322 0.950 -2.221
H 3.732 2.420 -3.410
*
```

Results
gap between HOMO and LUMO	8.4	eV
electronic energy	-8425.99583	a.u.

[5]
C28H36O17S4V | ωB97M-V/def2-TZVPD

```
! RIJCOSX wB97M-V def2-TZVPD def2/J DEFGRID3
* xyz -2 2
O 0.426 -0.328 -1.172
V 0.612 0.453 0.177
C 1.963 0.712 4.291
C 1.688 0.503 2.874
C 2.092 -0.947 2.231
O 1.653 -1.175 1.091
C 2.821 -1.903 3.044
C 3.121 -1.552 4.328
C 2.657 -0.270 4.985
O 3.019 0.061 6.191
O 3.729 -2.495 5.039
O 1.106 1.304 2.104
H 1.620 1.621 4.762
H 3.159 -2.815 2.574
C 3.246 2.812 -3.934
C 2.617 2.085 -2.939
C 3.161 2.036 -1.543
O 2.633 1.351 -0.568
C 4.354 2.563 -1.210
C 5.131 3.326 -2.191
C 4.478 3.482 -3.621
O 5.212 3.939 -4.447
O 6.237 3.816 -2.021
O 1.497 1.513 -3.245
H 2.773 3.000 -4.886
H 4.810 2.477 -0.235
C -0.004 -5.772 0.956
C -1.485 -5.826 0.487
C -2.124 -4.525 0.987
S -0.839 -3.224 0.962
O -0.698 -2.627 2.284
O -1.017 -2.344 -0.193
C 0.535 -4.351 0.591
H 0.696 -6.466 0.490
H 0.076 -5.897 2.036
H -2.003 -6.726 0.819
H -1.573 -5.940 -0.594
H -2.353 -4.803 2.016
H -3.018 -4.237 0.435
H 1.467 -4.038 1.061
H 0.673 -4.375 -0.490
C -1.799 1.873 3.640
C -3.102 2.527 2.992
C -3.501 1.678 1.756
S -2.552 0.085 1.857
O -1.328 0.234 1.026
O -3.435 -1.040 1.640
C -1.966 0.373 3.578
H -1.819 2.091 4.708
H -0.892 2.267 3.181
H -2.883 3.562 2.730
H -3.872 2.493 3.762
H -3.176 1.999 0.767
H -4.554 1.400 1.723
H -1.115 -0.262 3.825
H -2.803 0.081 4.212
C -1.395 -2.384 -3.560
C -2.343 -3.431 -3.035
C -2.727 -4.270 -4.295
S -2.931 -3.053 -5.709
O -4.366 -2.672 -5.806
O -2.251 -3.480 -6.943
C -2.022 -1.663 -4.765
H -0.495 -2.903 -3.890
H -1.153 -1.735 -2.719
H -3.240 -3.018 -2.573
H -1.857 -4.046 -2.277
H -3.617 -4.896 -4.225
H -1.991 -5.000 -4.634
H -2.742 -0.988 -4.302
H -1.330 -1.217 -5.479
C 1.733 5.091 -0.622
C 1.261 5.554 0.748
C 0.202 4.556 1.257
S -0.667 3.797 -0.264
O -2.060 4.222 -0.410
O -0.299 2.385 -0.278
C 0.464 4.690 -1.438
H 2.400 4.239 -0.487
H 2.418 5.812 -1.067
H 0.713 6.496 0.768
H 2.085 5.754 1.433
H -0.517 4.958 1.971
H 0.700 3.706 1.724
H -0.013 5.626 -1.727
H 0.690 4.089 -2.319
*
```

Results
gap between HOMO and LUMO (alpha / beta)	4.7 / 4.7	eV
electronic energy	-4904.36149	a.u.